A) The following is a DFT calculation (wB97M-V/def2-TZVPD) of a single C4H7Cl2N2P molecule.

Geometry as XYZ:
```
16
Properties=species:S:1:pos:R:3
N 0.486 0.205 0.173
H 0.608 3.302 0.065
H 0.031 -2.592 0.481
N 0.142 1.407 -0.416
P -1.555 1.627 -0.755
Cl -3.000 0.307 1.656
C -0.427 -0.561 0.556
H 2.095 2.262 -0.243
Cl -1.788 0.661 -2.576
C -1.983 0.021 0.194
H -2.521 -0.703 -0.588
C -0.258 -1.912 1.251
H -1.210 -2.216 1.857
H 1.132 2.874 -1.527
C 1.093 2.538 -0.470
H 0.498 -1.845 2.046
```

Values from the calculation:
Gap between HOMO and LUMO ... 9.4 eV
Net charge ... 0
SMILES string ... CC1=NN(C)P(Cl)[C@@H]1Cl

***

B) The following is a DFT calculation (wB97M-V/def2-TZVPD) of a single C4H7Cl2N2P molecule.

Geometry as XYZ:
```
16
Properties=species:S:1:pos:R:3
H 1.876 1.952 -1.348
H -0.471 -0.679 2.784
C 0.843 0.320 -0.380
H -2.272 -0.017 2.638
C -0.041 -0.486 -1.479
H 2.884 0.301 -1.207
H -1.705 -1.696 1.983
Cl -2.553 1.016 -1.105
H 2.623 1.318 0.136
P -1.683 -0.748 -0.648
Cl 0.736 -2.050 -1.737
C -1.449 -0.614 2.147
C 2.093 0.969 -0.734
H -0.197 0.141 -2.633
N 0.291 0.390 0.757
N -0.975 -0.117 0.827
```

Values from the calculation:
Gap between HOMO and LUMO ... 9.3 eV
Net charge ... 0
SMILES string ... CC1=NN(C)P(Cl)[C@@H]1Cl

***

C) The following is a DFT calculation (wB97M-V/def2-TZVPD) of a single C4H7Cl2N2P molecule.

Geometry as XYZ:
```
16
Properties=species:S:1:pos:R:3
P -2.350 -0.279 0.475
H 0.868 1.138 -2.256
Cl -2.830 -1.221 -1.183
H 0.597 -1.750 2.017
H 0.673 2.652 -1.392
N -0.710 -0.999 0.680
Cl -1.655 2.674 0.466
C -0.518 -1.824 1.903
C -1.443 1.150 -0.412
C 0.118 0.853 -0.403
H -1.018 -2.714 1.592
H 1.971 1.340 -0.859
H -0.935 -1.464 2.889
C 1.045 1.552 -1.319
H -1.892 1.119 -1.486
N 0.333 -0.218 0.241
```

Values from the calculation:
Gap between HOMO and LUMO ... 9.5 eV
Net charge ... 0
SMILES string ... CC1=NN(C)P(Cl)[C@H]1Cl

***

Which of them is the least stable? Correct choice: C).

***

A) The following is a DFT calculation (wB97M-V/def2-TZVPD) of 3 unconnected molecules or ions with the total composition C4H14NO2S.

Geometry as XYZ:
```
22
Properties=species:S:1:pos:R:3
H -0.023 -0.892 1.854
N -1.788 2.069 1.444
C 0.912 -0.442 1.509
H 1.628 0.137 -2.537
H -2.181 0.515 0.028
S 1.335 -1.558 0.092
C -0.451 1.711 1.952
H -2.463 1.567 2.007
C -2.085 1.600 0.070
H 1.562 1.523 1.143
H 1.686 -0.481 2.268
H -2.976 2.133 -0.260
O 1.133 -0.007 -3.358
O -0.860 -2.348 -1.892
C 0.597 1.007 1.067
H 0.778 -0.885 -3.190
H -0.544 1.067 2.839
H 0.376 0.963 0.010
H -0.487 -2.696 -1.065
H 0.042 2.596 2.365
H -0.569 -1.436 -1.786
H -1.276 1.872 -0.597
```

Values from the calculation:
Gap between HOMO and LUMO ... 6.8 eV
Net charge ... -1

***

B) The following is a DFT calculation (wB97M-V/def2-TZVPD) of 3 unconnected molecules or ions with the total composition C4H14NO2S.

Geometry as XYZ:
```
22
Properties=species:S:1:pos:R:3
C 0.088 -0.771 -2.517
H -1.677 -1.260 -0.542
H 0.742 -0.319 -0.014
H -1.026 -1.226 2.374
H -1.369 2.531 0.740
N -0.329 -2.021 -1.937
H 2.065 2.062 1.612
H 2.618 2.574 0.311
H -0.387 3.177 1.563
C 0.130 -1.117 0.561
C -0.674 -1.848 -0.502
H -0.518 0.057 -2.228
H 0.657 -1.891 1.120
H -1.628 0.177 1.299
C -0.700 -0.393 1.653
S 0.402 0.680 2.615
H -1.045 -2.755 -0.120
H 1.160 -0.478 -2.288
H -0.089 -0.685 -3.641
O -1.094 3.390 0.927
O 2.410 2.900 1.209
H 0.265 -2.782 -2.193
```

Values from the calculation:
Gap between HOMO and LUMO ... 6.6 eV
Net charge ... -1

***

C) The following is a DFT calculation (wB97M-V/def2-TZVPD) of a molecular structure, C4H14NO2S.

Geometry as XYZ:
```
22
Properties=species:S:1:pos:R:3
H -3.570 1.732 -1.343
H -0.147 1.376 -1.472
H 2.939 -0.815 0.850
H 2.932 -0.138 2.372
C -1.413 -0.109 -0.769
H -0.097 0.029 -2.470
C 2.239 -0.587 1.654
H 3.961 -3.291 1.269
O 3.956 -2.437 1.715
H 0.493 0.766 1.860
C 1.265 0.425 1.143
S -2.086 1.683 -2.801
H -4.959 2.205 -0.763
C -0.824 0.644 -1.949
H 1.780 -1.487 2.042
H -1.830 0.709 -0.184
N -0.486 -0.924 -0.042
O -4.141 1.769 -0.514
H 1.738 1.214 0.602
H -2.241 -0.878 -0.960
H -0.067 -1.695 -0.573
H 0.559 -0.190 0.332
```

Values from the calculation:
Gap between HOMO and LUMO ... 3.5 eV
Net charge ... -1

***

Which of them is the least stable? Correct choice: C).

***

A) The following is a DFT calculation (wB97M-V/def2-TZVPD) of 2 unconnected molecules or ions with the total composition C4H14N2O.

Geometry as XYZ:
```
21
Properties=species:S:1:pos:R:3
H -1.306 -1.475 3.045
H -2.296 1.892 0.940
H -0.927 1.605 1.898
C -0.652 1.245 -0.297
H 1.845 0.859 -1.532
C 1.087 0.100 -1.744
N 1.875 -1.146 -1.782
H -1.387 1.308 -1.098
N 0.975 -0.212 0.753
H 2.561 -1.185 -2.510
H 1.244 0.659 1.193
H 1.348 -1.990 -1.655
H -1.817 0.247 1.355
C -1.441 1.206 1.019
H -0.412 -0.887 -0.691
H 0.495 0.285 -2.636
O -1.609 -2.092 2.342
C 0.215 -0.025 -0.426
H 1.768 -0.831 0.699
H -1.533 -1.705 1.481
H -0.033 2.143 -0.355
```

Values from the calculation:
Gap between HOMO and LUMO ... 10.0 eV
Net charge ... 0
SMILES string ... CC[C@H](N)CN.O

***

B) The following is a DFT calculation (wB97M-V/def2-TZVPD) of 2 unconnected molecules or ions with the total composition C4H14N2O.

Geometry as XYZ:
```
21
Properties=species:S:1:pos:R:3
H 0.654 -1.363 1.585
H -0.125 0.819 2.204
H 0.732 -1.990 -0.653
H -1.528 -1.805 0.528
H -2.938 -0.831 1.292
H 3.101 -1.365 -0.461
H 2.565 -0.779 -1.927
H 0.423 -0.266 -1.015
C -0.032 0.601 1.125
C 1.045 -0.539 1.003
H -1.483 -1.123 2.150
H 1.965 -0.258 1.501
O -1.177 2.187 -2.147
H 0.311 1.510 0.610
C -1.876 -0.966 1.142
N -1.346 0.262 0.536
N 2.499 -0.690 -0.917
H -0.217 2.154 -1.976
H -1.509 1.410 -1.654
H -1.897 1.079 0.789
C 1.089 -0.966 -0.496
```

Values from the calculation:
Gap between HOMO and LUMO ... 10.3 eV
Net charge ... 0
SMILES string ... CNCCCN.O

***

Which of them is the least stable? Correct choice: B).